i) Molecular formula: C5H11NO2
Method: DFT, the ωB97M-V functional and the def2-TZVPD basis

Structure (ORCA input):
```
! wB97M-V def2-TZVPD RIJCOSX def2/J DEFGRID3
* xyz 0 1
C 1.814 0.262 -0.292
C 0.992 -0.618 -0.850
C -0.391 -0.380 -1.348
C 1.623 -2.034 -0.990
C -2.251 1.143 1.422
N -0.881 1.689 1.622
O 0.029 0.884 1.542
O -0.818 2.857 1.877
H 2.781 0.004 0.127
H 1.526 1.272 -0.304
H -0.426 -0.247 -2.459
H -0.704 0.443 -0.724
H -1.040 -1.176 -0.945
H 2.591 -2.134 -1.409
H 0.914 -2.590 -1.568
H 1.804 -2.468 0.024
H -2.760 1.615 0.514
H -2.088 0.097 1.297
H -2.717 1.382 2.465
*
```

As for the structure (SMILES): C[N+](=O)[O-].C=C(C)C. The calculation puts the LUMO energy at 0.37 eV. The HOMO energy comes out at -8.80 eV.

---

ii) Molecular formula: C5H11NO2
Method: DFT, the ωB97M-V functional and the def2-TZVPD basis

Structure (ORCA input):
```
! wB97M-V def2-TZVPD RIJCOSX def2/J DEFGRID3
* xyz 0 1
O -2.452 -1.451 -0.383
C -1.871 -0.414 -0.075
O -2.506 0.329 0.954
C -0.615 0.316 -0.549
C 0.473 0.295 0.592
C 1.103 -1.052 0.660
C 1.646 1.385 0.255
N -0.393 -0.324 -1.882
H -2.841 -0.230 1.706
H -0.767 1.439 -0.618
H -0.121 0.523 1.450
H 2.242 -0.983 0.867
H 0.742 -1.665 1.559
H 1.036 -1.609 -0.226
H 2.616 0.950 0.598
H 1.543 1.294 -0.810
H 1.481 2.360 0.561
H -0.481 -1.297 -1.922
H -0.837 0.134 -2.737
*
```

As for the structure (SMILES): CC(C)[C@@H](N)C(=O)O. The calculation puts the LUMO energy at 0.75 eV. The HOMO energy comes out at -9.39 eV.

---

iii) Molecular formula: C5H11NO2
Method: DFT, the ωB97M-V functional and the def2-TZVPD basis

Structure (ORCA input):
```
! wB97M-V def2-TZVPD RIJCOSX def2/J DEFGRID3
* xyz 0 1
C -0.431 0.603 -1.486
C 0.928 -0.005 -2.078
O 1.256 -1.115 -1.383
C -0.990 -0.007 -0.213
N -0.433 0.108 1.039
C -1.030 -0.715 2.091
C 0.906 0.675 1.196
O -2.061 -0.463 -0.263
H -1.232 0.489 -2.257
H -0.339 1.708 -1.356
H 0.847 -0.127 -3.123
H 1.714 0.670 -1.774
H 0.741 -1.957 -1.592
H -0.887 -0.133 3.076
H -2.191 -0.541 2.062
H -0.606 -1.678 2.206
H 1.040 1.782 1.508
H 1.448 0.701 0.344
H 1.318 0.004 2.004
*
```

As for the structure (SMILES): CN(C)C(=O)CCO. The calculation puts the LUMO energy at 0.77 eV. The HOMO energy comes out at -8.96 eV.

---

iv) Molecular formula: C5H11NO2
Method: DFT, the ωB97M-V functional and the def2-TZVPD basis

Structure (ORCA input):
```
! wB97M-V def2-TZVPD RIJCOSX def2/J DEFGRID3
* xyz 0 1
C 0.580 0.978 -0.515
C -1.899 -1.788 1.097
C 1.661 1.088 0.542
C 1.094 0.463 -1.845
N -0.759 0.086 -0.018
C -0.433 -1.151 0.358
O -1.469 0.917 0.885
O 0.450 -1.915 0.048
H -2.377 0.831 0.537
H 0.102 1.950 -0.660
H -1.828 -1.579 2.165
H -2.828 -1.425 0.658
H -1.833 -2.857 0.893
H 2.429 1.806 0.229
H 1.817 1.169 -2.271
H 2.158 0.129 0.722
H 1.251 1.443 1.491
H 1.601 -0.501 -1.746
H 0.282 0.357 -2.571
*
```

As for the structure (SMILES): CC(=O)N(O)C(C)C. The calculation puts the LUMO energy at 0.70 eV. The HOMO energy comes out at -9.36 eV.

---

Which of them is most stable, and which least? Most stable: ii); least stable: i).

---

i) Molecular formula: C5H11NO2
Method: DFT, the ωB97M-V functional and the def2-TZVPD basis

Structure (ORCA input):
```
! wB97M-V def2-TZVPD RIJCOSX def2/J DEFGRID3
* xyz 0 1
C 0.863 0.510 0.170
C -2.359 -1.814 0.287
C 1.813 0.596 -0.987
C 1.093 1.462 1.310
N 0.267 -0.731 0.502
C -0.755 0.103 -0.157
O -2.271 -2.184 -0.878
O -0.977 0.101 -1.509
H -1.469 -0.718 -1.726
H 0.526 -1.498 -0.113
H -1.788 -2.294 1.097
H -3.210 -1.197 0.629
H -1.374 0.749 0.458
H 2.673 -0.059 -0.824
H 1.313 0.263 -1.901
H 2.162 1.616 -1.147
H 1.002 2.495 0.973
H 2.105 1.327 1.701
H 0.386 1.272 2.115
*
```

As for the structure (SMILES): CC1(C)N[C@@H]1O.C=O. The calculation puts the LUMO energy at 0.48 eV. The HOMO energy comes out at -8.39 eV.

---

ii) Molecular formula: C5H11NO2
Method: DFT, the ωB97M-V functional and the def2-TZVPD basis

Structure (ORCA input):
```
! wB97M-V def2-TZVPD RIJCOSX def2/J DEFGRID3
* xyz 0 1
C -0.506 -2.033 -0.061
C 0.597 -2.245 -1.090
C -1.345 -0.830 -0.346
O -1.213 -0.065 -1.262
H -2.159 -0.683 0.393
H -0.077 -1.892 0.935
H -1.171 -2.899 -0.005
H 1.253 -1.379 -1.102
H 1.186 -3.125 -0.843
H 0.168 -2.370 -2.082
C -0.560 2.900 0.639
C 1.082 1.236 0.366
O 0.295 1.930 1.213
N 1.891 0.345 0.706
H 1.929 0.183 1.710
H 0.981 1.475 -0.690
H 0.016 3.707 0.185
H -1.162 3.293 1.452
H -1.204 2.452 -0.118
*
```

As for the structure (SMILES): [H]/N=C\OC.CCC=O. The calculation puts the LUMO energy at 0.95 eV. The HOMO energy comes out at -9.91 eV.

---

Which of them is most stable, and which least? Most stable: ii); least stable: i).

---

i) Molecular formula: C5H11NO2
Method: DFT, the ωB97M-V functional and the def2-TZVPD basis

Structure (ORCA input):
```
! wB97M-V def2-TZVPD RIJCOSX def2/J DEFGRID3
* xyz 0 1
C -1.050 -0.570 -0.158
C 0.632 1.239 0.063
C 0.504 -2.114 1.249
C 0.684 1.567 -1.425
N -0.612 0.634 0.572
C -0.008 -1.678 -0.100
O -1.659 1.619 0.332
O 0.353 -2.270 -1.122
H -1.933 1.844 1.241
H -1.964 -0.964 0.301
H -1.279 -0.351 -1.208
H 1.475 0.583 0.309
H 0.812 2.161 0.630
H 0.052 -3.073 1.514
H 1.592 -2.212 1.198
H 0.264 -1.384 2.024
H 0.646 0.664 -2.041
H 1.625 2.078 -1.655
H -0.134 2.229 -1.723
*
```

As for the structure (SMILES): CCN(O)CC(C)=O. The calculation puts the LUMO energy at 0.81 eV. The HOMO energy comes out at -9.44 eV.

---

ii) Molecular formula: C5H11NO2
Method: DFT, the ωB97M-V functional and the def2-TZVPD basis

Structure (ORCA input):
```
! wB97M-V def2-TZVPD RIJCOSX def2/J DEFGRID3
* xyz 0 1
C 0.412 0.394 -2.355
C 0.227 0.621 -0.849
C 0.213 -0.588 -0.064
C 0.969 -0.203 1.282
C 0.284 -0.146 2.585
H -1.277 -0.647 -2.420
H -0.056 -0.994 -3.680
H 1.603 0.375 -2.634
H -0.102 1.254 -2.999
H 0.550 1.669 -0.351
H 0.385 -1.560 -0.729
H 1.923 -0.817 1.269
H 1.540 0.861 1.254
H 0.222 -1.298 2.854
H 1.172 0.270 3.409
H -1.309 0.556 1.600
N -0.298 -0.836 -2.685
O -0.971 0.069 -0.354
O -0.929 0.645 2.557
*
```

As for the structure (SMILES): NC[C@H]1O[C@@H]1CCO. The calculation puts the LUMO energy at 0.90 eV. The HOMO energy comes out at -9.33 eV.

---

Which of them is most stable, and which least? Most stable: i); least stable: ii).

---

i) Molecular formula: C5H11NO2
Method: DFT, the ωB97M-V functional and the def2-TZVPD basis

Structure (ORCA input):
```
! wB97M-V def2-TZVPD RIJCOSX def2/J DEFGRID3
* xyz 0 1
C 1.229 0.113 -0.606
C 1.467 0.272 -2.110
O 0.732 -0.657 -2.869
C -0.196 0.468 -0.240
N -0.707 -0.054 0.906
C -2.031 0.407 1.287
C 0.028 -0.903 1.847
O -0.850 1.232 -0.932
H 1.882 0.797 -0.052
H 1.500 -0.904 -0.330
H 1.276 1.322 -2.367
H 2.520 0.075 -2.290
H -0.205 -0.524 -2.692
H -2.722 0.270 0.455
H -2.387 -0.181 2.132
H -2.053 1.471 1.510
H -0.283 -0.601 2.842
H 1.080 -0.669 1.796
H -0.282 -1.935 1.713
*
```

As for the structure (SMILES): CN(C)C(=O)CCO. The calculation puts the LUMO energy at 0.74 eV. The HOMO energy comes out at -9.42 eV.

---

ii) Molecular formula: C5H11NO2
Method: DFT, the ωB97M-V functional and the def2-TZVPD basis

Structure (ORCA input):
```
! wB97M-V def2-TZVPD RIJCOSX def2/J DEFGRID3
* xyz 0 1
C -0.463 -2.286 -0.795
N -1.068 -1.184 -0.401
C -0.507 2.199 -0.746
C 0.332 0.936 -0.591
C -0.238 -0.094 0.389
C 0.816 -0.818 1.201
O 1.057 -0.080 2.360
O 0.698 -2.431 -1.037
H -1.248 -3.070 -1.013
H -1.968 -0.773 -0.602
H -0.840 2.501 0.236
H 0.026 3.138 -1.319
H -1.381 1.995 -1.431
H 0.642 0.503 -1.507
H 1.387 1.367 -0.345
H -0.926 0.357 1.041
H 0.476 -1.794 1.656
H 1.847 -1.190 0.797
H 1.359 0.722 2.105
*
```

As for the structure (SMILES): CC[C@H](CO)NC=O. The calculation puts the LUMO energy at 0.75 eV. The HOMO energy comes out at -9.87 eV.

---

iii) Molecular formula: C5H11NO2
Method: DFT, the ωB97M-V functional and the def2-TZVPD basis

Structure (ORCA input):
```
! wB97M-V def2-TZVPD RIJCOSX def2/J DEFGRID3
* xyz 0 1
C -0.157 0.121 -0.930
C 0.040 -0.091 0.591
C 0.126 -1.607 0.765
C -1.160 -2.153 1.148
O -2.204 -1.474 1.099
N 1.246 0.507 1.086
C 1.467 1.847 0.522
O -0.849 1.553 -2.730
H -0.937 -0.447 -1.435
H -0.352 1.185 -1.135
H 0.811 -0.062 -1.423
H -0.789 0.297 1.196
H -0.192 -1.693 1.929
H 1.015 -2.144 0.539
H -1.285 -3.230 1.261
H 1.786 1.061 -0.264
H 0.593 2.424 0.279
H 2.287 2.356 0.995
H -1.446 1.551 -3.491
*
```

The calculation puts the LUMO energy at -3.29 eV. The HOMO energy comes out at -7.43 eV.

---

Which of them is most stable, and which least? Most stable: i); least stable: iii).

---

i) Molecular formula: C5H11NO2
Method: DFT, the ωB97M-V functional and the def2-TZVPD basis

Structure (ORCA input):
```
! wB97M-V def2-TZVPD RIJCOSX def2/J DEFGRID3
* xyz 0 1
C -1.051 -1.956 1.366
N -1.007 -0.770 0.524
C 0.083 0.165 0.773
C 0.276 1.331 -0.183
C -0.040 1.201 -1.667
O -0.973 2.140 -2.199
C 1.489 -0.531 0.907
O 1.682 -1.688 0.662
H -0.941 -1.883 2.444
H -2.020 -2.461 1.201
H -0.290 -2.709 1.023
H -1.199 -0.947 -0.447
H -0.108 0.619 1.779
H -0.458 2.088 0.157
H 1.289 1.757 -0.178
H -0.496 0.147 -1.912
H 0.775 1.312 -2.363
H -1.521 2.458 -1.470
H 2.243 0.133 1.353
*
```

As for the structure (SMILES): CN[C@@H](C=O)CCO. The calculation puts the LUMO energy at 0.81 eV. The HOMO energy comes out at -8.54 eV.

---

ii) Molecular formula: C5H11NO2
Method: DFT, the ωB97M-V functional and the def2-TZVPD basis

Structure (ORCA input):
```
! wB97M-V def2-TZVPD RIJCOSX def2/J DEFGRID3
* xyz 0 1
C -0.738 0.419 -0.608
C -1.743 -0.624 -0.107
C 0.672 0.361 0.097
C 1.747 -0.462 -0.757
C 0.641 -0.257 1.502
H -0.778 2.536 -0.563
H -2.028 1.900 0.372
H -0.764 0.243 -1.651
H 1.013 1.489 0.144
H 2.145 0.180 -1.549
H 2.609 -0.783 -0.039
H 1.351 -1.308 -1.247
H 0.315 0.542 2.232
H 0.078 -1.172 1.593
H 1.593 -0.680 1.730
H -0.542 -1.949 -0.723
N -1.440 1.703 -0.466
O -2.598 -0.304 0.609
O -1.534 -1.835 -0.569
*
```

As for the structure (SMILES): CC(C)[C@H](N)C(=O)O. The calculation puts the LUMO energy at 0.67 eV. The HOMO energy comes out at -9.22 eV.

---

iii) Molecular formula: C5H11NO2
Method: DFT, the ωB97M-V functional and the def2-TZVPD basis

Structure (ORCA input):
```
! wB97M-V def2-TZVPD RIJCOSX def2/J DEFGRID3
* xyz 0 1
C 0.128 2.118 0.095
O -0.195 1.715 2.533
C 0.516 0.714 -0.521
C 0.171 -0.437 0.483
C 0.376 -1.748 -0.274
C -0.800 -2.131 -1.096
O -1.874 -1.617 -1.094
N 1.824 0.679 -0.842
H 0.574 2.955 -0.452
H -0.949 2.255 0.018
H 0.397 2.137 1.221
H -0.188 0.550 -1.360
H -0.883 -0.299 0.734
H 0.756 -0.326 1.387
H -0.367 -2.452 0.254
H 1.398 -1.885 -0.577
H -0.602 -3.052 -1.684
H 1.996 0.991 -1.807
H 0.542 2.070 3.056
*
```

The calculation puts the LUMO energy at -3.48 eV. The HOMO energy comes out at -8.42 eV.

---

Which of them is most stable, and which least? Most stable: ii); least stable: iii).